(1)
Below is a cluster of 6 separate species, C17H46N2O6 in total in a non-equilibrium geometry, with properties calculated with ωB97M-V/def2-TZVPD.

Properties
gap between HOMO and LUMO = 8.3 eV
E_tot = -33636.900 eV
energy relative to the best compared isomer or geometry (same formula, charge and spin) = 0.609 eV
SMILES = CC1(C)CCCC(C)(C)N1O.COC[C@H](C)N.CO.CO.CO.CO
lowest unoccupied orbital energy = 0.0177 Ha
HOMO = -7.84 eV
charge = 0

The geometry in XYZ format:
```
71
Properties=species:S:1:pos:R:3:mulliken_charge:R:1
C 10.138 6.739 10.101 -1.87
C 8.794 7.264 10.637 1.62
C 7.640 6.472 10.038 -1.74
C 8.832 7.121 12.167 -1.26
C 7.625 7.738 12.847 -0.62
C 7.589 9.214 12.513 -1.30
C 7.668 9.563 10.972 2.10
C 6.372 9.382 10.150 -1.61
C 8.107 11.074 10.976 -2.60
N 8.741 8.743 10.390 0.63
O 9.071 9.132 9.023 -0.37
H 10.274 6.883 9.022 0.34
H 10.965 7.271 10.626 0.26
H 10.235 5.659 10.339 0.46
H 7.584 6.751 8.966 0.31
H 7.751 5.371 10.044 0.39
H 6.656 6.736 10.445 0.29
H 8.903 6.081 12.480 0.40
H 9.752 7.607 12.524 0.34
H 6.712 7.214 12.524 0.28
H 7.758 7.547 13.933 0.41
H 8.540 9.563 12.937 0.37
H 6.772 9.786 12.933 0.47
H 5.587 8.828 10.710 0.32
H 6.544 8.823 9.232 0.31
H 6.026 10.356 9.767 0.39
H 8.251 11.492 9.982 0.65
H 9.068 11.215 11.473 0.31
H 7.352 11.630 11.570 0.44
H 10.022 9.271 9.079 0.33
C 10.397 14.294 11.873 -0.83
O 10.278 14.073 10.504 -0.15
C 9.001 14.517 10.013 -0.69
C 9.040 14.262 8.548 1.17
C 10.162 15.077 7.838 -1.58
N 7.736 14.606 7.989 -0.76
H 11.201 13.718 12.299 0.16
H 9.521 13.905 12.400 0.39
H 10.632 15.361 12.112 0.28
H 8.275 13.877 10.530 0.17
H 8.748 15.570 10.239 0.40
H 9.294 13.211 8.449 -0.17
H 10.082 14.651 6.826 0.43
H 11.151 14.970 8.283 0.34
H 9.876 16.140 7.747 0.39
H 7.129 13.775 8.032 0.29
H 7.841 14.711 6.971 0.33
C 15.559 10.895 8.324 -0.52
O 15.909 10.008 9.422 -0.55
H 16.459 11.297 7.859 0.32
H 14.932 10.390 7.555 0.24
H 14.947 11.708 8.686 0.19
H 16.344 9.233 9.070 0.28
C 13.912 11.036 12.006 -0.65
O 13.664 9.911 11.195 -0.49
H 14.461 10.731 12.899 0.33
H 14.472 11.841 11.489 0.27
H 12.985 11.548 12.289 0.16
H 14.536 9.812 10.785 0.31
C 10.862 8.851 5.723 -0.54
O 11.252 10.064 6.348 -0.50
H 9.885 8.583 6.126 0.16
H 10.802 9.016 4.639 0.26
H 11.568 8.046 5.905 0.28
H 11.625 9.866 7.224 0.29
C 11.537 11.388 9.487 -0.48
O 11.746 10.000 9.179 -0.55
H 10.917 11.823 8.704 0.25
H 11.051 11.548 10.452 0.00
H 12.423 12.013 9.521 0.36
H 12.431 9.706 9.801 0.37
```

***

(2)
Below is a cluster of 6 separate species, C17H46O6 in total in a non-equilibrium geometry, with properties calculated with ωB97M-V/def2-TZVPD.

Properties
gap between HOMO and LUMO = 8.7 eV
E_tot = -30645.542 eV
energy relative to the best compared isomer or geometry (same formula, charge and spin) = 13.934 eV
SMILES = CC(C)O.CC(C)O.CC(C)O.CC(C)O.CC(C)O.CCO
lowest unoccupied orbital energy = 0.0167 Ha
HOMO = -8.20 eV
charge = 0

The geometry in XYZ format:
```
69
Properties=species:S:1:pos:R:3:mulliken_charge:R:1
C 0.719 10.258 12.419 -0.89
C 1.903 10.164 13.272 0.35
C 2.926 11.161 12.835 -1.37
O 1.621 10.090 14.634 -0.43
H 0.076 9.434 12.727 0.10
H 1.049 10.242 11.380 0.57
H 0.099 11.132 12.616 0.23
H 2.388 9.200 13.121 0.43
H 2.610 12.202 12.896 0.23
H 3.196 11.012 11.789 0.39
H 3.818 11.123 13.460 0.38
H 2.457 10.163 15.100 0.28
C -3.711 13.869 12.935 -1.24
C -2.731 15.006 13.123 -0.14
C -2.276 15.100 14.545 -0.43
O -1.616 14.832 12.262 -0.61
H -3.441 13.032 13.580 0.03
H -3.901 13.688 11.877 0.39
H -4.646 14.183 13.399 0.41
H -3.097 15.957 12.735 0.56
H -3.093 15.489 15.152 0.52
H -1.343 15.663 14.529 0.29
H -2.048 14.094 14.898 -0.19
H -1.204 15.668 12.031 0.32
C -0.983 15.386 18.585 -1.50
C -1.349 15.229 17.105 0.63
C -0.116 14.805 16.317 -1.28
O -2.201 14.110 16.953 -0.45
H -1.763 15.920 19.127 0.36
H -0.046 15.943 18.619 0.43
H -0.737 14.400 18.979 0.31
H -1.586 16.170 16.610 0.49
H -0.301 14.511 15.283 0.08
H 0.386 13.965 16.797 0.63
H 0.621 15.591 16.154 0.16
H -3.029 14.360 17.369 0.36
C -1.595 10.139 16.855 -0.71
C -1.903 10.832 18.115 -0.18
C -2.410 12.267 18.055 -0.52
O -2.698 9.971 18.930 -0.62
H -1.152 9.165 17.062 0.89
H -0.796 10.629 16.299 -0.04
H -2.467 9.938 16.232 -0.49
H -0.987 10.859 18.705 0.32
H -1.555 12.941 18.006 -0.38
H -3.010 12.602 18.901 0.29
H -3.041 12.353 17.170 0.35
H -3.543 10.353 19.179 0.36
C -2.106 8.227 15.458 -1.47
C -3.335 8.987 14.748 0.93
C -3.083 9.568 13.414 -1.33
O -4.352 7.935 14.589 -0.65
H -2.478 8.028 16.463 0.40
H -1.291 8.915 15.680 0.48
H -1.675 7.299 15.081 0.41
H -3.806 9.713 15.410 0.20
H -2.553 8.896 12.739 0.41
H -2.565 10.524 13.500 0.35
H -3.951 9.760 12.784 0.47
H -4.148 7.545 13.736 0.38
C -1.315 11.390 14.544 -0.39
C -0.312 12.558 14.317 -0.56
O 0.194 13.053 15.555 -0.53
H -2.138 11.861 15.082 0.43
H -0.895 10.669 15.246 0.05
H -1.641 10.809 13.681 0.24
H -0.742 13.382 13.749 0.16
H 0.489 12.028 13.801 0.06
H -0.485 13.073 16.234 0.29
```

***

(3)
Below is a cluster of 9 separate species, C17H47N5O22S4 in total in a non-equilibrium geometry, with properties calculated with ωB97M-V/def2-TZVPD.

Properties
gap between HOMO and LUMO = 10.4 eV
E_tot = -114207.580 eV
energy relative to the best compared isomer or geometry (same formula, charge and spin) = 0.000 eV
SMILES = CCOS(C)(=O)=O.CCOS(C)(=O)=O.CCOS(C)(=O)=O.CCOS(C)(=O)=O.C[N+](=O)[O-].C[N+](=O)[O-].C[N+](=O)[O-].C[N+](=O)[O-].C[N+](=O)[O-]
lowest unoccupied orbital energy = -0.0192 Ha
HOMO = -10.89 eV
charge = 0

The geometry in XYZ format:
```
95
Properties=species:S:1:pos:R:3:mulliken_charge:R:1
C 2.826 -5.466 -22.741 -1.21
C 3.543 -6.803 -22.475 -0.20
O 4.805 -6.751 -23.149 -0.35
S 6.139 -6.449 -22.260 1.12
C 6.595 -8.205 -21.607 -0.84
O 7.155 -5.970 -23.195 -0.60
O 5.781 -5.591 -21.177 -0.57
H 3.277 -4.529 -22.414 0.32
H 1.771 -5.429 -22.472 0.36
H 2.830 -5.171 -23.791 0.35
H 3.732 -6.875 -21.404 0.35
H 3.047 -7.644 -22.960 0.32
H 5.720 -8.481 -21.019 0.29
H 7.418 -8.256 -20.894 0.36
H 6.750 -8.869 -22.458 0.31
C 11.881 -17.661 -26.022 -1.13
C 10.724 -16.607 -26.137 -0.18
O 11.077 -15.488 -26.944 -0.25
S 10.909 -15.684 -28.619 1.08
C 9.031 -15.546 -28.740 -0.92
O 11.429 -14.551 -29.329 -0.58
O 11.282 -17.019 -29.074 -0.58
H 12.818 -17.161 -25.780 0.29
H 11.981 -18.196 -26.966 0.32
H 11.756 -18.423 -25.253 0.38
H 9.799 -17.150 -26.329 0.20
H 10.582 -16.176 -25.146 0.35
H 8.718 -14.614 -28.270 0.29
H 8.682 -16.499 -28.342 0.34
H 9.003 -15.537 -29.829 0.37
C 16.008 -16.454 -21.643 -0.95
C 16.644 -15.482 -20.626 -0.36
O 16.582 -14.151 -21.083 -0.27
S 17.880 -13.554 -21.966 1.06
C 18.711 -12.659 -20.627 -0.88
O 18.792 -14.612 -22.366 -0.58
O 17.292 -12.605 -22.944 -0.57
H 16.280 -16.369 -22.695 0.32
H 14.955 -16.175 -21.608 0.17
H 16.124 -17.513 -21.412 0.35
H 15.988 -15.582 -19.761 0.39
H 17.607 -15.893 -20.322 0.33
H 17.915 -12.011 -20.262 0.32
H 19.579 -12.182 -21.082 0.36
H 19.013 -13.307 -19.804 0.31
C 4.240 -12.787 -12.348 -1.24
C 4.843 -12.451 -13.755 -0.21
O 3.669 -12.443 -14.536 -0.31
S 3.690 -13.194 -15.997 1.16
C 5.017 -12.291 -16.812 -0.88
O 4.011 -14.627 -15.644 -0.60
O 2.444 -12.859 -16.586 -0.60
H 3.552 -11.997 -12.046 0.31
H 5.039 -12.937 -11.622 0.38
H 3.619 -13.683 -12.365 0.32
H 5.292 -11.460 -13.692 0.28
H 5.574 -13.193 -14.077 0.37
H 5.110 -11.279 -16.419 0.33
H 4.882 -12.386 -17.889 0.38
H 5.919 -12.828 -16.516 0.32
C 13.218 -12.024 -24.085 -0.65
N 13.255 -10.727 -23.380 1.00
O 13.622 -10.789 -22.261 -0.56
O 12.758 -9.814 -23.919 -0.56
H 13.691 -11.796 -25.041 0.28
H 12.243 -12.509 -24.127 0.30
H 13.827 -12.757 -23.555 0.19
C 8.168 -19.662 -20.894 -0.76
N 9.508 -19.266 -20.343 0.85
O 9.743 -19.542 -19.146 -0.51
O 10.239 -18.687 -21.103 -0.47
H 8.279 -19.711 -21.977 0.32
H 7.539 -18.776 -20.807 0.29
H 7.781 -20.623 -20.554 0.29
C 5.913 -14.424 -24.288 -0.70
N 6.690 -13.085 -24.390 0.79
O 7.916 -13.208 -24.212 -0.46
O 6.141 -12.011 -24.715 -0.49
H 5.356 -14.405 -23.351 0.29
H 6.683 -15.195 -24.244 0.28
H 5.373 -14.546 -25.227 0.29
C 11.286 -14.454 -19.731 -0.79
N 9.882 -14.009 -19.776 0.87
O 9.032 -14.824 -19.363 -0.51
O 9.637 -12.893 -20.254 -0.49
H 11.999 -13.879 -19.141 0.30
H 11.634 -14.540 -20.761 0.29
H 11.345 -15.453 -19.300 0.34
C 7.051 -18.014 -15.433 -0.65
N 8.298 -18.115 -14.715 0.86
O 9.283 -17.478 -15.128 -0.52
O 8.314 -18.773 -13.682 -0.52
H 6.246 -17.889 -14.709 0.29
H 6.996 -18.913 -16.047 0.28
H 7.231 -17.105 -16.007 0.26
```